This record from the Open Molecules 2025 dataset describes a single C4H8O2 molecule. The level of theory is wB97M-V/def2-TZVPD.

Values from the calculation:
Kohn-Sham gap (spin up / spin down) ... 7.679 / 7.676 eV
LUMO (spin up / spin down) ... -0.386 / -0.387 eV

XYZ file:
```
14
Properties=species:S:1:pos:R:3:lowdin_charge:R:1
C 1.19 1.44 0.20 -0.031
O -0.21 1.72 0.18 -0.050
C -1.06 0.74 0.07 0.040
C -0.93 -0.76 0.26 -0.659
O -2.05 -1.33 0.50 -0.130
C 0.07 -1.50 -0.64 -0.030
H 1.52 1.05 -0.77 0.098
H 1.67 2.40 0.41 0.101
H 1.40 0.72 0.99 0.102
H -0.35 -0.44 1.26 0.189
H -2.09 1.11 0.17 0.151
H 0.19 -2.51 -0.23 0.083
H 1.05 -1.04 -0.75 0.052
H -0.39 -1.60 -1.63 0.086
```

This record from the Open Molecules 2025 dataset describes a single C4H8O2 molecule. The level of theory is wB97M-V/def2-TZVPD.

Values from the calculation:
Kohn-Sham gap ... 10.808 eV
SMILES ... C[C@H](C=O)CO
LUMO ... 0.915 eV

XYZ file:
```
14
Properties=species:S:1:pos:R:3:lowdin_charge:R:1
C 0.88 0.74 1.14 -0.068
C 0.41 -0.31 0.13 -0.324
C 0.69 0.13 -1.29 -0.240
O 0.58 1.28 -1.66 0.062
C -1.10 -0.58 0.23 -0.228
O -1.66 -1.06 -0.98 -0.063
H 1.96 0.89 1.08 0.084
H 0.63 0.45 2.17 0.083
H 0.40 1.70 0.92 0.082
H 0.94 -1.26 0.29 0.139
H 0.94 -0.67 -2.01 0.131
H -1.31 -1.34 0.99 0.125
H -1.61 0.34 0.56 0.127
H -1.76 -0.31 -1.57 0.090
```

This record from the Open Molecules 2025 dataset describes 2 unconnected molecules or ions with the total composition C4H8O2 in a non-equilibrium geometry. The level of theory is wB97M-V/def2-TZVPD.

Values from the calculation:
Kohn-Sham gap ... 8.919 eV
SMILES ... C=CC(=C)O.O
LUMO ... 0.461 eV

XYZ file:
```
14
Properties=species:S:1:pos:R:3:lowdin_charge:R:1
C 1.27 -1.16 -0.09 0.026
C 0.13 -1.62 -0.59 -0.133
C -0.28 -1.38 -1.98 -0.437
C -1.55 -1.61 -2.36 0.060
O 0.61 -0.75 -2.79 0.028
H 1.92 -0.44 -0.58 0.062
H 1.63 -1.45 0.89 0.054
H -0.65 -1.91 0.10 0.105
H -1.68 -1.78 -3.42 0.057
H -2.45 -1.42 -1.79 0.061
H 0.34 0.14 -3.03 0.115
O 0.55 4.40 4.99 -0.061
H 0.33 5.17 5.52 0.031
H -0.18 3.79 5.13 0.030
```

This record from the Open Molecules 2025 dataset describes a single C4H8O2 molecule. The level of theory is wB97M-V/def2-TZVPD.

Values from the calculation:
Kohn-Sham gap ... 11.654 eV
SMILES ... CC(C)OC=O
LUMO ... 1.024 eV

XYZ file:
```
14
Properties=species:S:1:pos:R:3:lowdin_charge:R:1
C 0.02 -0.19 -1.40 -0.044
C 0.21 0.17 0.06 -0.415
C 1.61 -0.11 0.60 -0.035
O -0.75 -0.46 0.94 -0.009
C -1.99 0.03 0.89 -0.345
O -2.40 0.82 0.08 0.068
H 0.89 0.18 -1.95 0.087
H -0.05 -1.27 -1.54 0.093
H -0.88 0.30 -1.77 0.073
H 0.03 1.25 0.17 0.139
H 1.62 -0.60 1.57 0.084
H 2.01 0.90 0.72 0.076
H 2.26 -0.66 -0.09 0.081
H -2.58 -0.37 1.73 0.145
```

Respective molecular weight values: 88.1; 88.1; 88.1; 88.1 g mol⁻¹.
Respective relative energy (zero: lowest compared OMol25 entry of this formula, charge and spin) values: 434.8; 122.3; 300.9; 65.0 kJ/mol.
Respective electronic energy values: -307.546842; -307.665832; -307.597816; -307.687673 Eh.